# 1
21
Properties=species:S:1:pos:R:3:nbo_charge:R:1 method="wB97M-V/def2-TZVPD" lumo_ev=1.11 spin_multiplicity=1 e_homo_ev=-8.052
C 2.80811 0.42899 0.08082 -0.4117
C 0.79927 -0.83125 -0.30557 -0.0957
C -0.48346 -1.42053 0.24240 -0.2260
C -1.53693 -0.91676 -0.80498 -0.3793
C -1.16595 0.42347 -0.07067 0.1295
C -1.08306 -0.39610 1.20655 -0.4082
C 0.38038 0.61039 -0.46160 -0.1197
H 3.21048 1.32734 0.54643 0.2036
H 2.89655 0.50998 -0.97742 0.1670
H 3.46031 -0.46409 0.35123 0.2035
H 1.36623 -1.22667 -1.13664 0.2063
H -0.51134 -2.39893 0.68698 0.2144
H -1.42891 -1.06641 -1.80338 0.2013
H -2.59656 -1.17662 -0.35637 0.2042
H -2.16002 2.01117 -0.81375 0.3590
H -1.54520 2.19137 0.75190 0.3687
H -2.06995 -0.73539 1.52986 0.2104
H -0.43525 -0.02321 1.99227 0.2249
H 0.65651 1.36693 -1.20146 0.2045
N 1.41061 0.20522 0.48930 -0.4196
N -1.97180 1.58112 0.05413 -0.8371

# 2
21
Properties=species:S:1:pos:R:3:nbo_charge:R:1 method="wB97M-V/def2-TZVPD" smiles="N/N=C/[C@H]1[C@H]2CCC[C@@H]12" lumo_ev=0.92 spin_multiplicity=1 e_homo_ev=-8.618
C 0.63196 -0.93085 -1.15811 0.0411
C -0.14195 0.35303 -1.33892 -0.3044
C -1.20149 0.82282 -0.36851 -0.2289
C -1.18165 0.48274 1.21169 -0.3861
C 0.32351 0.88751 1.63807 -0.4101
C 0.98806 1.84850 0.53992 -0.4403
C -0.11536 1.79150 -0.61928 -0.1941
H 0.03467 -3.61171 0.68137 0.3497
H 1.39364 -3.16511 0.20543 0.3357
H 1.66350 -1.18480 -1.73633 0.1951
H -0.39098 0.50292 -2.36730 0.2291
H -2.14770 1.19016 -0.83537 0.2235
H -1.38275 -0.61318 1.50245 0.2306
H -1.76210 1.06497 1.82757 0.2019
H 0.96921 0.07637 1.78210 0.2006
H 0.31844 1.24168 2.74245 0.2032
H 2.18898 1.89215 0.24545 0.2285
H 0.94828 2.84588 1.08782 0.2105
H -0.46620 2.77700 -1.24872 0.2285
N 0.45055 -3.14776 -0.17576 -0.6573
N -0.04848 -1.78765 -0.29795 -0.2569

# 3
21
Properties=species:S:1:pos:R:3:nbo_charge:R:1 method="wB97M-V/def2-TZVPD" lumo_ev="0.37 / 0.37" spin_multiplicity=1 e_homo_ev="-7.370 / -7.370"
C -1.67844 1.26522 -0.44481 -0.2572
C -1.99222 0.18233 0.46422 -0.2776
C -0.91594 0.77146 -1.43032 -0.3372
C -1.40084 -0.95158 -0.01511 -0.2731
C -0.69470 -0.57742 -1.16255 -0.2069
C 0.59822 -0.67341 2.10976 -0.4079
C 1.98205 0.07744 -1.29765 -0.4118
N 1.04982 0.08026 0.91436 -0.3532
N 1.19604 -0.48619 -0.22722 -0.1117
H -1.95239 2.33678 -0.44566 0.2073
H -2.59404 0.48267 1.28494 0.2082
H -0.63816 1.45951 -2.13774 0.2097
H -1.45600 -1.85691 0.39748 0.2023
H -0.41319 -1.33210 -1.97197 0.2204
H 1.03940 -0.08886 3.07561 0.2030
H -0.56414 -0.88906 2.28211 0.2256
H 0.97388 -1.59329 2.23812 0.2032
H 2.81230 -0.52201 -1.33215 0.2084
H 1.47885 0.07817 -2.16887 0.2158
H 2.18006 1.07134 -1.05741 0.1757
H 0.98944 1.16566 0.92486 0.3571

# 4
21
Properties=species:S:1:pos:R:3:nbo_charge:R:1 method="wB97M-V/def2-TZVPD" lumo_ev=-10.81 total_charge=+2 spin_multiplicity=1 e_homo_ev=-18.403
C -1.08865 -2.50272 -0.25274 -0.1172
C -0.42152 -3.15973 0.62320 0.3289
C -0.13208 -0.29765 -0.09502 0.2922
C -0.19471 1.10194 -0.57273 0.5374
C 1.03243 1.84624 -0.70303 -0.7557
C -1.46135 1.74745 -0.82592 -0.7583
C 1.64399 -0.30398 1.68416 -0.4698
N -1.04519 -1.18802 -0.63768 -0.5399
N 0.64603 -0.72169 0.81248 -0.2820
H -1.84402 -3.11138 -0.77789 0.3591
H 0.02948 -3.87879 1.26792 0.2880
H 1.84084 1.54250 -0.03621 0.2962
H 0.88503 2.92925 -0.67792 0.2997
H 1.43921 1.62891 -1.70954 0.3632
H -1.34276 2.64679 -1.43912 0.3049
H -1.86397 2.12847 0.13260 0.3647
H -2.26116 1.11163 -1.20635 0.2791
H 2.63611 -0.43382 1.23351 0.2697
H 1.53766 0.74247 2.00333 0.2318
H 1.60801 -0.93420 2.57619 0.2612
H -1.64338 -0.89367 -1.39924 0.4468

# 5
22
Properties=species:S:1:pos:R:3:nbo_charge:R:1 method="wB97M-V/def2-TZVPD" smiles=CC(C)(C)c1[nH]ncc1O lumo_ev=0.72 spin_multiplicity=1 e_homo_ev=-7.650
C -1.81424 -0.10400 -2.27530 -0.1562
C -1.82463 0.08026 -0.91956 0.2113
C -0.17293 -0.03550 -0.63724 0.1400
C 1.38435 -1.35660 0.83626 -0.5865
C -0.24768 0.38906 1.79825 -0.6059
C 1.69083 1.13383 0.53699 -0.5909
C 0.63033 -0.03929 0.62222 -0.0951
N -0.62717 -0.25135 -2.86539 -0.3022
N 0.25676 -0.25660 -1.84468 -0.3268
O -2.88381 0.22068 -0.08723 -0.6796
H -2.67197 0.01668 -2.92194 0.1999
H 1.76052 -1.40047 1.79748 0.2116
H 0.53492 -2.17582 0.76679 0.2092
H 2.08551 -1.43554 0.04567 0.2067
H 0.39578 0.32564 2.70539 0.2076
H -0.69728 1.43110 1.71737 0.2283
H -0.99192 -0.48287 1.83667 0.2214
H 2.21184 1.00116 -0.40140 0.1893
H 1.08507 1.98395 0.67546 0.2132
H 2.38016 1.05746 1.39378 0.2064
H 1.24381 -0.10487 -2.15884 0.4090
H -3.72826 0.00312 -0.62075 0.4893

# 6
22
Properties=species:S:1:pos:R:3:nbo_charge:R:1 method="wB97M-V/def2-TZVPD" smiles=C[C@@]12CCN[C@]1(C#N)C2.O lumo_ev=0.65 spin_multiplicity=1 e_homo_ev=-9.232
C 2.75492 2.14581 2.12953 -0.6053
C 2.68638 1.72234 0.68666 -0.0255
C 1.55478 2.18551 -0.18765 -0.4051
C 1.66768 0.71312 0.14714 -0.0260
N 2.27040 -0.14011 -0.85904 -0.5846
C 3.53771 0.51025 -1.23196 -0.2309
C 3.97968 1.36325 -0.02839 -0.4156
C 0.68370 0.09269 1.00353 0.3070
N -0.04368 -0.42535 1.74388 -0.3432
H 3.28463 1.39243 2.72990 0.2179
H 3.29941 3.09719 2.21716 0.2194
H 1.75288 2.29084 2.55543 0.2231
H 0.75507 2.74460 0.29857 0.2344
H 1.73904 2.46816 -1.22553 0.2288
H 2.46041 -1.04794 -0.43232 0.3682
H 4.27616 -0.25162 -1.50919 0.2153
H 3.38480 1.14762 -2.11428 0.1908
H 4.54881 2.25141 -0.33741 0.2212
H 4.60946 0.77964 0.65975 0.2094
O -3.00104 -0.20724 0.41345 -0.9467
H -2.51262 -0.45497 1.21526 0.4832
H -2.44160 0.43592 -0.03489 0.4645

We obtain calculated total energy values of -10430.4545 -10428.6975 -10427.9486 -10410.8507 -12478.6436 -12480.3047 eV for the records listed above, in that order.